Record 1
Density functional theory data (ωB97M-V with the def2-TZVPD basis set) for one molecule with the formula C5H6O in a non-equilibrium geometry.

Geometry as ORCA input:
```
! wB97M-V def2-TZVPD RIJCOSX def2/J DEFGRID3
* xyz 0 1
C -0.85648 0.55403 0.46083
C -1.08606 0.20299 -0.78575
C 0.45999 0.01089 0.99853
C -0.13595 -0.71266 -1.35256
C 0.92644 -0.91118 -0.04873
O 0.07087 -1.88861 -0.60726
H -1.39585 1.16079 1.11884
H -1.98106 0.68018 -1.25831
H 1.01892 0.99934 0.99705
H 0.25507 -0.55229 1.93213
H 0.21797 -0.76819 -2.39220
H 1.84326 -1.18929 -0.39687
*
```

* E_HOMO: -8.83 eV
* HOMO-LUMO gap: 9.96 eV
* energy above the lowest of the compared OMol25 structures with the same formula, charge and spin: 63.0 kcal/mol
* SMILES string: C1=C[C@@H]2O[C@@H]2C1


Record 2
Density functional theory data (ωB97M-V with the def2-TZVPD basis set) for C5H6O as an isolated structure.

Geometry as ORCA input:
```
! wB97M-V def2-TZVPD RIJCOSX def2/J DEFGRID3
* xyz 0 1
C 0.86247 -0.34901 -1.41303
C 0.59429 1.04098 -1.17340
C 0.44505 0.57236 0.25752
C -0.46275 -0.26709 0.77630
C -1.08424 -0.37462 2.12165
O -1.83379 -1.30291 2.34164
H 0.25202 -1.20889 -1.22820
H -0.87553 -1.06363 0.15781
H 1.82261 -0.55144 -1.87544
H -0.33063 1.50835 -1.48894
H 1.45548 1.66569 -1.40722
H -0.84499 0.33021 2.93130
*
```

* E_HOMO (spin up / spin down): -8.28 / -8.39 eV
* HOMO-LUMO gap (spin up / spin down): 7.47 / 7.56 eV
* energy above the lowest of the compared OMol25 structures with the same formula, charge and spin: 116.8 kcal/mol


Record 3
Density functional theory data (ωB97M-V with the def2-TZVPD basis set) for one molecule with the formula C5H6O in a non-equilibrium geometry.

Geometry as ORCA input:
```
! wB97M-V def2-TZVPD RIJCOSX def2/J DEFGRID3
* xyz 0 1
O -0.29316 1.68177 -0.57764
C -0.03077 0.48668 0.08236
C -0.62700 -0.71577 -0.58812
C -1.10676 -0.26548 0.77569
C 1.36423 0.38443 0.56690
C 2.20698 -0.28733 0.02121
H -0.05265 2.38957 0.03115
H -1.24957 -0.49392 -1.44961
H -0.06337 -1.64487 -0.65430
H -2.06306 0.23220 0.83828
H -0.80620 -0.86915 1.62833
H 2.72132 -0.89814 -0.67424
*
```

* E_HOMO: -9.22 eV
* HOMO-LUMO gap: 9.71 eV
* energy above the lowest of the compared OMol25 structures with the same formula, charge and spin: 91.6 kcal/mol
* SMILES string: C#CC1(O)CC1